(1)
C4H8NS2 | ωB97M-V/def2-TZVPD

Cartesian coordinates (Å):
C  -1.225  0.155  0.210
C  1.086  -0.631  0.166
C  0.442  -1.891  -0.229
C  0.515  1.830  0.131
N  0.039  0.444  0.229
S  -1.430  -1.681  0.260
S  -2.571  1.100  -0.115
H  1.647  -0.648  1.098
H  1.846  -0.240  -0.601
H  0.486  -2.120  -1.279
H  0.786  -2.775  0.334
H  1.614  1.787  0.346
H  -0.036  2.402  0.744
H  0.107  2.213  -0.797
H  -3.306  0.054  -0.495

Properties
Relative energy (zero: lowest compared OMol25 entry of this formula, charge and spin)   31.9 kJ/mol
Kohn-Sham gap   9.6 eV
LUMO level   -4.31 eV
E_HOMO   -13.918 eV
Total energy   -27430.6991 eV
Charge   +1
Largest force on an atom   4.6 eV/Å

***

(2)
C4H8O | ωB97M-V/def2-TZVPD

Cartesian coordinates (Å):
C  0.384  0.893  0.979
C  0.161  0.145  -0.329
C  -1.297  -0.296  -0.529
C  1.039  -1.084  -0.425
O  1.738  -1.507  0.464
H  -0.263  1.776  1.034
H  0.165  0.246  1.835
H  1.425  1.218  1.073
H  0.434  0.790  -1.180
H  -1.439  -0.800  -1.493
H  -1.969  0.568  -0.499
H  -1.603  -0.989  0.264
H  0.980  -1.622  -1.399

Properties
Relative energy (zero: lowest compared OMol25 entry of this formula, charge and spin)   21.4 kJ/mol
Kohn-Sham gap   10.8 eV
SMILES string   CC(C)C=O
LUMO level   0.97 eV
E_HOMO   -9.792 eV
Total energy   -6324.9459 eV
Charge   0
Largest force on an atom   0.5 eV/Å

***

(3)
C4H8O | ωB97M-V/def2-TZVPD

Cartesian coordinates (Å):
C  1.519  0.539  -0.439
C  0.803  -0.669  0.105
O  -0.126  -1.389  -0.697
C  -0.624  -0.700  0.446
C  -1.621  0.389  0.140
H  0.837  1.364  -0.660
H  2.229  0.880  0.323
H  2.086  0.301  -1.344
H  1.446  -1.343  0.676
H  -0.880  -1.338  1.295
H  -1.701  1.120  0.951
H  -2.610  -0.060  -0.007
H  -1.357  0.905  -0.787

Properties
Relative energy (zero: lowest compared OMol25 entry of this formula, charge and spin)   103.6 kJ/mol
Kohn-Sham gap   11.2 eV
SMILES string   C[C@@H]1O[C@@H]1C
LUMO level   1.17 eV
E_HOMO   -10.056 eV
Total energy   -6324.0944 eV
Charge   0
Largest force on an atom   0.3 eV/Å

***

(4)
C4H8O | ωB97M-V/def2-TZVPD

Cartesian coordinates (Å):
C  1.558  -0.272  0.147
C  0.283  0.308  -0.429
C  -0.954  -0.603  -0.403
C  -1.668  0.181  0.686
O  -0.176  1.446  0.373
H  2.321  0.506  0.253
H  1.362  -0.709  1.134
H  1.948  -1.063  -0.503
H  0.464  0.722  -1.424
H  -1.448  -0.650  -1.379
H  -0.736  -1.625  -0.074
H  -0.304  1.073  1.282
H  -2.477  0.769  0.242

Properties
Relative energy (zero: lowest compared OMol25 entry of this formula, charge and spin)   422.9 kJ/mol
Kohn-Sham gap   9.0 eV
LUMO level   0.68 eV
E_HOMO   -8.339 eV
Total energy   -6320.7846 eV
Charge   0
Largest force on an atom   0.4 eV/Å

***

Kohn-Sham gap of number 4 (C4H8O)? 9.0 eV

***

What is the largest force on an atom in the second record? 0.5 eV/Å